1.
Here is C35H35F2IrO2S2SeSi as an isolated structure from OMol25. Energies are from ωB97M-V/def2-TZVPD.

lowest unoccupied orbital energy (alpha / beta)	-2.333 / -4.636	eV
HOMO energy (alpha / beta)	-10.9 / -11.2	eV
multiplicity	2
gap between HOMO and LUMO (alpha / beta)	8.56 / 6.54	eV
net charge	+1
relative energy (zero: lowest compared OMol25 entry of this formula, charge and spin)	0.0	kcal/mol

Positions of all 79 atoms, in Å:
Ir1 0.35771 -0.14305 -0.37247
O1 -0.18936 -1.33328 1.33257
S1 -0.99520 -1.71428 2.55657
C1 -2.68362 -1.08920 2.33732
C2 -2.80566 0.28221 1.69643
C3 -2.71990 1.45257 2.68175
C4 -2.21495 2.74539 2.05420
S2 -0.41788 2.71387 1.89450
O2 -0.12913 1.82852 0.69172
C5 -0.16601 4.38875 1.36843
C6 -0.44385 4.78416 0.06747
C7 -0.24298 6.10792 -0.28590
C8 0.22759 7.01621 0.65569
C9 0.50938 6.60662 1.95029
C10 0.32174 5.28058 2.31301
C11 -0.34601 -0.68715 3.86313
C12 0.81588 0.02991 3.63874
C13 1.36760 0.75545 4.68849
C14 0.76796 0.74458 5.93657
C15 -0.38272 -0.00708 6.15518
C16 -0.94004 -0.73752 5.12094
H1 -3.15243 -1.15174 3.32211
H2 -3.13624 -1.85669 1.70915
H3 -3.76023 0.31666 1.16627
H4 -2.03982 0.37424 0.92513
H5 -2.06921 1.20323 3.52083
H6 -3.70628 1.63843 3.11165
H7 -2.42846 3.60591 2.69039
H8 -2.62435 2.93505 1.05810
H9 -0.79563 4.06208 -0.65751
H10 -0.45248 6.42916 -1.29692
H11 0.38500 8.04869 0.37429
H12 0.88728 7.31453 2.67484
H13 0.55564 4.94383 3.31555
H14 1.28424 0.01638 2.66315
H15 2.27418 1.32219 4.52462
H16 1.20481 1.30594 6.75129
H17 -0.83847 -0.03040 7.13556
H18 -1.82347 -1.33849 5.29797
Se1 1.20453 1.02494 -2.14373
C17 -0.12347 2.26974 -2.67099
C18 0.26576 3.29113 -3.53675
C19 -0.66561 4.22016 -3.97384
C20 -1.98650 4.12992 -3.55881
C21 -2.37891 3.10890 -2.70004
C22 -1.45250 2.18270 -2.25361
H19 1.29502 3.35486 -3.86801
H20 -0.36124 5.01002 -4.64727
H21 -2.71306 4.85071 -3.90960
H22 -3.41204 3.03446 -2.38602
H23 -1.75737 1.39002 -1.58268
F1 2.63243 -1.03106 0.66771
C23 1.86732 -1.44202 -0.40930
F2 2.70660 -1.40633 -1.47506
H24 1.59176 -2.48275 -0.23017
C24 -3.96754 -4.09914 0.41110
C25 -4.35996 -3.05409 -0.41185
C26 -3.39920 -2.28455 -1.06061
C27 -2.03564 -2.54446 -0.90482
C28 -1.66307 -3.60357 -0.06982
C29 -2.61392 -4.37390 0.58161
Si1 -0.80423 -1.50812 -1.88101
C30 0.11050 -2.62353 -3.07612
C31 1.13555 -2.19006 -3.91938
C32 1.68003 -3.02531 -4.88104
C33 1.20972 -4.32338 -5.02391
C34 0.18790 -4.77589 -4.20462
C35 -0.35730 -3.93316 -3.24618
H25 -4.71105 -4.70591 0.91145
H26 -5.41166 -2.84657 -0.56182
H27 -3.71876 -1.48472 -1.71950
H28 -0.61363 -3.84701 0.05903
H29 -2.30345 -5.19714 1.21217
H30 -1.66661 -0.58781 -2.67271
H31 1.52762 -1.18457 -3.83271
H32 2.47432 -2.66200 -5.51968
H33 1.63597 -4.97617 -5.77424
H34 -0.18971 -5.78433 -4.31185
H35 -1.16247 -4.30648 -2.62741

Cartesian forces, eV/Å:
Ir 0.00 -0.08 0.43
O 0.08 0.00 -0.03
S 0.02 0.05 -0.09
C 0.00 -0.01 -0.07
C 0.02 0.03 0.00
C -0.04 -0.02 0.02
C -0.02 0.01 -0.03
S 0.03 -0.07 -0.03
O -0.15 0.07 0.02
C 0.05 0.03 -0.06
C -0.01 -0.05 -0.03
C 0.01 -0.01 0.05
C 0.00 0.01 -0.02
C 0.00 0.00 0.02
C -0.02 -0.01 0.00
C -0.02 0.00 0.05
C -0.02 0.03 -0.02
C 0.00 -0.01 -0.02
C -0.01 -0.02 0.02
C 0.00 0.03 0.00
C 0.01 0.02 -0.04
H 0.02 0.00 0.03
H -0.02 -0.05 -0.03
H 0.01 0.00 0.00
H 0.00 -0.01 -0.01
H 0.02 -0.01 0.04
H 0.00 -0.01 0.00
H 0.02 0.02 0.00
H 0.01 0.02 0.00
H 0.00 0.00 -0.01
H 0.00 0.01 -0.02
H 0.00 0.01 0.00
H 0.00 0.00 0.01
H 0.01 0.00 0.01
H 0.02 -0.01 0.02
H 0.01 0.00 0.00
H 0.00 0.01 0.00
H 0.00 0.00 0.01
H -0.02 -0.02 0.00
Se 0.14 0.17 -0.24
C -0.18 0.10 0.01
C 0.05 -0.06 0.01
C 0.02 0.02 0.00
C -0.02 0.00 0.03
C 0.01 0.03 -0.04
C 0.04 -0.05 0.06
H 0.00 0.01 -0.01
H 0.01 0.00 0.00
H -0.01 0.00 0.00
H 0.00 -0.01 0.01
H -0.01 0.04 -0.03
F 0.01 -0.01 0.07
C 0.05 -0.19 0.07
F -0.05 0.09 -0.10
H -0.01 -0.02 0.02
C 0.00 0.02 0.02
C 0.01 0.00 0.01
C 0.02 -0.01 0.00
C -0.03 0.08 0.03
C 0.01 -0.05 -0.04
C 0.00 0.01 0.00
Si -0.08 -0.06 -0.18
C -0.12 -0.15 0.04
C 0.03 0.06 0.00
C 0.00 0.01 0.00
C -0.01 0.01 0.01
C 0.02 0.01 -0.01
C 0.07 0.02 0.04
H 0.00 -0.01 0.00
H -0.01 0.00 0.00
H -0.01 0.01 0.00
H 0.00 0.01 0.01
H 0.00 -0.01 0.00
H 0.03 -0.02 0.00
H 0.00 0.01 0.01
H 0.01 0.00 -0.01
H 0.01 0.00 0.00
H 0.00 0.00 0.00
H -0.02 -0.01 0.01

=====

2.
Here is a 6-piece molecular cluster, C29H51ClN3O10S2 overall from OMol25. Energies are from ωB97M-V/def2-TZVPD.

lowest unoccupied orbital energy	-5.394	eV
HOMO energy	-9.8	eV
gap between HOMO and LUMO	4.39	eV
net charge	+1

Positions of all 96 atoms, in Å:
O1 0.70562 -3.30169 2.13400
C1 -0.24787 -2.64373 1.42190
O2 -0.08291 -2.62288 -0.04770
C2 -1.52772 -1.85550 2.15490
C3 -1.69349 -0.41064 1.37171
C4 -3.04213 0.44252 1.86221
C5 -3.32652 1.54324 0.63613
C6 -2.45268 2.96920 0.61036
C7 -1.33244 3.30127 1.76142
C8 0.16358 3.66049 1.19147
C9 1.12749 2.33915 1.06202
S1 2.99066 2.75939 1.11920
C10 3.78169 1.03783 1.34038
S2 2.85457 -0.41769 1.16642
N1 5.25900 0.82154 1.66081
C11 6.11420 0.92243 0.38988
C12 7.57875 0.62229 1.06368
N2 7.41179 0.37407 2.55239
C13 5.95390 0.50409 2.96766
C14 -2.80686 4.05052 -0.61540
C15 -2.09338 5.52015 -0.78853
O3 -1.16922 5.64021 -1.77992
O4 -2.35099 6.71786 0.02624
C16 -3.97864 3.67228 -1.74676
C17 -4.73531 2.22732 -1.55990
N3 -4.40965 1.23906 -0.42026
C18 -5.26046 -0.02923 -0.40727
C19 -4.41382 -1.41384 -0.63829
O5 -4.57789 -2.37865 0.30936
Cl1 -3.25582 -1.76290 -2.04882
H1 0.83330 -2.23650 -0.24339
H2 -1.18680 -1.73112 3.29067
H3 -2.52177 -2.50593 2.09278
H4 -1.74684 -0.54765 0.20206
H5 -0.77575 0.24999 1.69122
H6 -2.84060 1.00978 2.89129
H7 -3.95504 -0.27462 2.04821
H8 -1.76554 4.19887 2.40885
H9 -1.18259 2.41169 2.54303
H10 0.66287 4.37631 2.00585
H11 0.18300 4.21683 0.16212
H12 0.92957 1.59592 1.94469
H13 0.95405 1.86983 -0.00954
H14 5.77350 1.14024 -0.70828
H15 8.52348 0.62851 0.37266
H16 5.42572 0.36651 4.00296
H17 -1.74722 7.44582 -0.35678
H18 -4.22321 4.46160 -2.58686
H19 -5.58483 1.95095 -2.33717
H20 -6.05184 0.03243 -1.29815
H21 -5.90954 -0.06004 0.58080
C20 -2.48684 -4.50746 -5.45882
C21 -2.60232 -3.18025 -6.17960
O6 -3.55891 -2.35669 -5.52931
H22 -3.45495 -5.01852 -5.43616
H23 -1.75645 -5.15609 -5.95050
H24 -2.18150 -4.35773 -4.41807
H25 -2.92896 -3.33277 -7.21258
H26 -1.64128 -2.65722 -6.19518
H27 -3.25537 -2.22040 -4.61536
C22 3.86348 -3.82775 4.72123
C23 2.65412 -3.99427 5.61792
O7 1.82561 -2.84421 5.53351
H28 4.43736 -2.94105 5.00991
H29 4.51504 -4.70420 4.77834
H30 3.55679 -3.68339 3.68012
H31 2.96412 -4.11607 6.66007
H32 2.06799 -4.87147 5.32743
H33 1.54891 -2.74972 4.60587
C24 1.68979 -5.68815 -0.57461
C25 2.06552 -5.15193 -1.94050
O8 3.39945 -4.66571 -1.92063
H34 1.78283 -4.90513 0.18508
H35 0.66235 -6.06275 -0.57176
H36 2.36216 -6.50010 -0.27888
H37 1.40530 -4.32635 -2.22253
H38 1.98749 -5.93236 -2.70354
H39 3.97853 -5.40835 -1.67736
C26 -7.92779 1.94868 -5.48506
C27 -6.49537 1.47123 -5.60575
O9 -6.13807 0.71429 -4.45877
H40 -8.05442 2.56251 -4.58722
H41 -8.21751 2.53798 -6.35956
H42 -8.61234 1.09956 -5.38928
H43 -5.81278 2.32312 -5.67894
H44 -6.36362 0.84609 -6.49414
H45 -6.74468 -0.04427 -4.40753
C28 7.42311 4.49286 4.20790
C29 7.74106 4.52466 2.72727
O10 6.96594 3.55098 2.04365
H46 7.62990 3.50165 4.62464
H47 8.01600 5.23473 4.75017
H48 6.36105 4.69546 4.38043
H49 8.79832 4.29994 2.55785
H50 7.52468 5.50874 2.30048
H51 6.02889 3.76431 2.19344

Cartesian forces, eV/Å:
O -6.36 4.59 -4.34
C 5.15 -3.27 2.43
O 0.23 1.38 3.25
C 0.70 -0.24 -0.79
C -0.21 0.22 0.79
C 0.19 0.22 -0.62
C -0.17 2.17 -0.95
C -2.67 -0.64 -2.74
C -0.25 -0.08 0.32
C 1.23 0.53 0.61
C -0.75 -0.45 -0.67
S 0.22 -2.07 0.57
C -0.94 -2.58 0.51
S 1.72 3.12 0.45
N -0.44 1.22 -1.79
C 4.07 -1.40 5.77
C -6.05 0.55 0.55
N -4.29 1.03 -2.39
C 3.84 0.47 -6.03
C -2.39 -2.65 0.56
C 5.05 2.35 -4.23
O -6.10 -1.18 6.26
O 0.97 -3.18 -2.47
C 1.23 -3.06 4.01
C 2.60 2.48 1.20
N 1.83 3.71 -0.91
C -0.87 -0.25 -0.73
C -0.89 -5.39 5.97
O 1.19 6.70 -6.71
Cl -1.89 1.03 2.15
H -1.49 -1.07 0.66
H -0.81 -0.27 -2.63
H 2.27 1.32 0.00
H 0.32 0.13 2.47
H -1.67 -1.33 -1.06
H -0.48 -1.07 -2.51
H 1.71 1.50 -0.68
H 0.94 -1.76 -1.59
H -0.65 1.80 -1.98
H -1.19 -1.46 -1.80
H -0.31 -0.98 2.03
H 0.41 1.27 -1.86
H 0.23 0.55 2.48
H 0.35 -0.47 2.74
H -1.77 -0.20 2.21
H 1.27 0.32 -2.50
H -1.04 -1.74 0.45
H 0.40 -2.05 1.84
H 1.97 0.21 1.80
H 1.95 0.04 1.82
H 1.79 -0.35 -1.95
C -0.01 -0.24 -0.07
C 0.15 -0.19 0.26
O -0.20 0.39 0.36
H 0.14 0.07 -0.10
H -0.05 0.02 0.12
H 0.12 -0.01 -0.07
H -0.07 0.18 0.20
H 0.09 -0.12 -0.16
H -0.21 -0.09 -0.61
C 0.22 -0.04 -0.05
C 0.08 0.03 -0.35
O -0.38 0.36 -0.14
H -0.05 -0.16 0.06
H -0.01 0.09 -0.07
H 0.00 -0.13 0.05
H -0.19 0.15 -0.10
H 0.13 -0.14 0.06
H 0.15 -0.16 0.38
C -0.16 0.04 0.18
C 0.21 -0.34 0.26
O 0.35 0.00 -0.06
H -0.09 -0.08 -0.13
H 0.08 -0.02 0.07
H -0.12 -0.02 -0.10
H 0.21 0.00 -0.04
H -0.23 0.01 -0.04
H -0.29 0.44 -0.12
C -0.11 0.15 -0.03
C -0.41 0.01 -0.28
O 0.09 -0.37 0.77
H 0.05 0.01 -0.14
H -0.05 -0.08 0.11
H 0.04 0.06 -0.14
H 0.03 -0.23 0.12
H 0.03 0.16 -0.04
H 0.36 0.34 -0.13
C 0.14 -0.02 0.23
C -0.31 0.02 0.21
O -0.37 0.04 -0.24
H 0.07 0.13 -0.11
H -0.10 -0.05 0.02
H 0.06 0.12 -0.02
H -0.22 -0.10 -0.11
H 0.18 0.13 0.08
H 0.52 -0.11 -0.05

=====

3.
Here is C2H2LiO2Rb as an isolated structure from OMol25. Energies are from ωB97M-V/def2-TZVPD.

lowest unoccupied orbital energy (alpha / beta)	-4.103 / -4.168	eV
HOMO energy (alpha / beta)	-11.1 / -13.2	eV
multiplicity	2
gap between HOMO and LUMO (alpha / beta)	6.95 / 9.00	eV
net charge	+1
relative energy (zero: lowest compared OMol25 entry of this formula, charge and spin)	13.9	kcal/mol

Positions of all 8 atoms, in Å:
O1 1.27184 0.56912 -0.63768
C1 0.75706 1.75084 -0.61148
C2 -0.67005 1.81876 -0.61133
O2 -1.27088 0.69084 -0.63696
Rb1 -0.22682 -1.20700 1.32602
Li1 0.50273 -0.31717 -2.20254
H1 1.36926 2.61273 -0.90604
H2 -1.19991 2.77023 -0.75303

Cartesian forces, eV/Å:
O 0.49 -0.21 -0.28
C -0.23 -0.25 -1.02
C 0.14 -1.06 -0.48
O -0.29 0.68 0.04
Rb -0.03 0.37 -0.07
Li -0.05 0.71 0.83
H -0.04 -0.02 0.64
H 0.01 -0.21 0.33

=====

| no. | total energy (Eh) |
| --- | --- |
| 1 | -5296.3269 |
| 2 | -3307.8093 |
| 3 | -259.3115 |